# 1
ORCA calculation (wB97M-V/def2-TZVPD) on a structure of composition C45H51N7OPPbS.

The value obtained for the highest occupied orbital energy is -15.7 eV. The energy relative to the best compared isomer or geometry (same formula, charge and spin) is 17.0 kcal/mol. The lowest unoccupied orbital energy comes out at -9.62 eV. Its charge is +3. The gap between HOMO and LUMO is 6.102 eV.

Geometry (Å):
Pb  0.131  0.180  0.990
C  -2.240  3.667  3.358
C  -1.283  4.194  4.204
C  -0.041  3.585  4.262
C  0.207  2.453  3.498
N  -0.729  1.928  2.688
C  -1.912  2.548  2.615
C  1.524  1.758  3.559
C  2.599  2.260  4.282
C  3.782  1.544  4.308
C  3.858  0.329  3.647
C  2.745  -0.119  2.950
N  1.626  0.607  2.890
C  2.679  -1.471  2.332
C  3.771  -2.329  2.357
C  3.613  -3.649  1.980
C  2.359  -4.074  1.584
C  1.342  -3.141  1.515
N  1.480  -1.857  1.864
H  -3.221  4.109  3.265
H  -1.491  5.070  4.804
H  0.717  3.992  4.911
H  -2.629  2.157  1.906
H  2.528  3.193  4.818
H  4.634  1.918  4.859
H  4.761  -0.256  3.705
H  4.734  -1.984  2.698
H  4.450  -4.334  2.017
H  2.165  -5.103  1.318
H  0.371  -3.460  1.181
C  -0.660  -0.487  -5.335
C  0.304  0.420  -4.914
C  0.194  1.030  -3.673
C  -0.888  0.735  -2.846
C  -1.849  -0.183  -3.271
C  -1.735  -0.792  -4.511
P  -1.112  1.567  -1.257
C  -2.443  2.758  -1.466
C  -3.353  2.688  -2.523
C  -4.374  3.621  -2.617
C  -4.485  4.632  -1.674
C  -3.566  4.724  -0.634
C  -2.552  3.790  -0.525
C  0.398  2.476  -0.877
C  0.772  3.670  -1.507
C  1.977  4.265  -1.169
C  2.814  3.682  -0.220
C  2.451  2.502  0.424
C  1.237  1.945  0.083
H  -0.579  -0.948  -6.310
H  1.133  0.666  -5.563
H  0.945  1.742  -3.356
H  -2.712  -0.400  -2.650
H  -2.493  -1.490  -4.842
H  -3.259  1.923  -3.279
H  -5.076  3.568  -3.438
H  -5.278  5.363  -1.758
H  -3.636  5.535  0.078
H  -1.810  3.890  0.261
H  0.126  4.119  -2.252
H  2.270  5.188  -1.648
H  3.751  4.158  0.033
H  3.103  2.069  1.169
C  5.255  0.337  -1.840
C  4.138  -0.475  -1.194
C  3.292  -1.185  -2.241
S  1.929  -2.061  -1.468
O  1.028  -0.939  -0.922
C  1.084  -2.656  -2.948
C  0.214  -3.874  -2.659
C  1.028  -5.137  -2.417
H  5.852  0.846  -1.085
H  4.850  1.093  -2.513
H  5.925  -0.300  -2.416
H  3.491  0.182  -0.608
H  4.558  -1.218  -0.509
H  3.868  -1.939  -2.781
H  2.850  -0.490  -2.962
H  1.858  -2.895  -3.680
H  0.519  -1.790  -3.304
H  -0.455  -4.015  -3.509
H  -0.438  -3.669  -1.805
H  1.623  -5.389  -3.295
H  0.383  -5.987  -2.202
H  1.715  -5.016  -1.576
C  -1.892  -2.120  0.082
N  -3.041  -2.975  0.174
C  -4.253  -2.153  0.187
N  -4.243  -1.245  1.333
C  -3.089  -0.391  1.269
N  -1.799  -1.189  1.271
C  -1.817  -2.003  2.550
N  -2.972  -2.855  2.592
C  -2.975  -3.743  1.426
C  -4.185  -2.038  2.565
H  -1.934  -1.501  -0.815
H  -0.990  -2.714  0.036
H  -5.127  -2.800  0.246
H  -4.311  -1.574  -0.737
H  -3.075  0.245  2.151
H  -3.113  0.217  0.362
H  -1.823  -1.303  3.388
H  -0.910  -2.598  2.595
H  -3.837  -4.404  1.483
H  -2.071  -4.356  1.431
H  -4.195  -1.372  3.428
H  -5.058  -2.685  2.616

Löwdin atomic charge list, values in e, 6 entries: number 1, Pb, carries 1.490; number 2, C, carries -0.007; number 3, C, carries 0.008; number 4, C, carries 0.031; number 5, C, carries -0.193; number 6, N, carries 0.044

***

# 2
ORCA calculation (wB97M-V/def2-TZVPD) on a structure of composition C45H52BrLuN14O3PS in a non-equilibrium geometry.

The value obtained for the highest occupied orbital energy is -9.5 eV. The lowest unoccupied orbital energy comes out at -2.89 eV. Its charge is +1. The gap between HOMO and LUMO is 6.644 eV.

Geometry (Å):
Lu  -1.514  0.955  -0.847
C  0.705  0.327  -5.670
N  -0.737  -0.024  -5.620
C  -1.648  -0.242  -6.623
C  -2.801  -0.674  -6.081
N  -2.640  -0.676  -4.665
C  -1.341  -0.394  -4.406
S  -0.499  -0.587  -2.978
C  -3.662  -0.987  -3.748
C  -4.851  -1.596  -4.290
C  -5.792  -2.063  -3.383
C  -5.548  -1.880  -2.018
C  -4.459  -1.093  -1.607
N  -3.590  -0.523  -2.480
H  1.069  0.288  -6.706
H  1.307  -0.362  -5.048
H  0.849  1.344  -5.246
H  -1.360  -0.094  -7.643
H  -3.732  -0.896  -6.504
H  -4.884  -1.760  -5.375
H  -6.703  -2.546  -3.788
H  -6.238  -2.240  -1.267
H  -4.258  -0.908  -0.531
N  -0.223  3.821  -2.609
C  -1.599  3.677  -2.593
N  -2.373  4.494  -3.362
N  -3.584  3.845  -3.288
N  -3.570  2.791  -2.553
N  -2.242  2.586  -2.093
C  0.634  3.218  -1.707
N  1.837  3.742  -1.567
N  2.416  2.936  -0.652
N  1.619  1.922  -0.348
N  0.414  2.065  -0.959
H  0.135  4.739  -2.924
C  0.613  1.111  3.265
O  0.060  2.406  3.029
C  0.313  3.371  4.010
C  0.203  4.729  3.331
O  -0.779  4.632  2.295
C  -0.780  5.852  1.603
H  1.724  1.161  3.104
H  0.123  0.470  2.545
H  0.327  0.729  4.220
H  1.320  3.267  4.500
H  -0.439  3.367  4.829
H  1.181  5.063  2.904
H  -0.120  5.526  4.073
H  -0.106  5.855  0.737
H  -0.453  6.650  2.315
H  -1.825  6.056  1.329
C  -0.092  -4.376  -2.928
C  -0.447  -3.962  -1.530
C  -1.441  -4.632  -0.791
C  -1.815  -4.097  0.439
C  -1.027  -3.034  0.956
Br  -1.331  -2.583  2.851
N  -0.160  -2.336  0.245
C  0.170  -2.851  -0.963
H  -0.849  -5.030  -3.383
H  0.836  -4.927  -2.927
H  0.048  -3.506  -3.614
H  -1.880  -5.543  -1.180
H  -2.586  -4.503  1.079
H  1.046  -2.432  -1.425
O  -2.211  1.234  1.098
C  -2.966  1.642  2.052
C  -3.530  3.028  2.117
C  -5.091  3.119  1.891
C  -6.084  2.309  2.705
C  -5.662  1.049  3.415
C  -4.234  0.964  4.014
N  -3.221  0.766  3.018
H  -3.083  3.531  1.216
H  -3.159  3.562  3.020
H  -5.195  2.811  0.835
H  -5.464  4.122  1.934
H  -6.980  2.178  2.041
H  -6.495  2.978  3.471
H  -5.760  0.201  2.710
H  -6.306  0.879  4.266
H  -4.241  0.111  4.661
H  -4.108  1.884  4.589
H  -2.674  -0.071  3.111
C  3.149  -4.945  3.923
C  2.523  -4.874  2.669
C  2.880  -3.934  1.712
C  3.819  -2.942  2.043
C  4.453  -3.009  3.265
C  4.107  -3.983  4.198
P  3.756  -1.415  1.087
C  4.305  -1.826  -0.587
C  4.540  -0.754  -1.475
C  4.648  -0.960  -2.850
C  4.616  -2.272  -3.366
C  4.501  -3.347  -2.473
C  4.282  -3.123  -1.105
C  5.272  -0.595  1.633
C  5.112  0.732  2.050
C  6.198  1.503  2.438
C  7.481  0.987  2.355
C  7.684  -0.341  1.920
C  6.578  -1.107  1.593
H  2.821  -5.706  4.660
H  1.823  -5.617  2.383
H  2.314  -3.829  0.784
H  5.269  -2.293  3.505
H  4.635  -3.984  5.128
H  4.612  0.259  -1.080
H  4.778  -0.104  -3.514
H  4.666  -2.391  -4.463
H  4.557  -4.332  -2.841
H  4.248  -3.956  -0.391
H  4.094  1.181  2.089
H  6.043  2.487  2.841
H  8.384  1.537  2.640
H  8.702  -0.794  1.948
H  6.639  -2.190  1.386

Löwdin atomic charge list, values in e, 6 entries: number 1, Lu, carries 1.591; number 2, C, carries -0.016; number 3, N, carries -0.087; number 4, C, carries -0.022; number 5, C, carries 0.002; number 6, N, carries 0.014

***

# 3
ORCA calculation (wB97M-V/def2-TZVPD) on a structure of composition C45H53AlN2O9P in a non-equilibrium geometry.

The value obtained for the highest occupied orbital energy is -4.6 eV. The lowest unoccupied orbital energy comes out at 0.16 eV. Its charge is -1. The gap between HOMO and LUMO is 4.764 eV.

Geometry (Å):
C  2.826  -7.472  -3.388
C  1.922  -6.245  -3.266
O  0.621  -6.542  -3.794
P  -0.690  -6.165  -2.923
O  -1.816  -6.982  -3.418
C  -0.990  -4.399  -3.035
C  -1.210  -3.732  -1.641
Al  0.398  -2.779  -0.849
C  2.007  -3.022  -2.066
C  -0.052  -0.790  -0.700
C  1.133  0.078  -1.140
C  1.053  1.543  -0.669
C  1.725  2.541  -1.619
N  3.192  2.608  -1.448
C  3.658  3.884  -0.900
C  3.906  2.125  -2.555
C  4.997  2.944  -3.225
O  3.640  1.026  -3.042
N  0.847  -3.386  0.949
C  2.189  -3.971  1.063
C  -0.170  -4.067  1.540
C  0.131  -5.303  2.384
O  -1.356  -3.697  1.452
O  -0.375  -6.474  -1.378
C  -0.268  -7.853  -1.013
C  1.120  -8.158  -0.445
H  2.221  -8.343  -3.610
H  3.520  -7.350  -4.215
H  3.399  -7.621  -2.480
H  1.886  -5.888  -2.242
H  2.342  -5.438  -3.857
H  -0.226  -3.911  -3.636
H  -1.915  -4.356  -3.603
H  -1.998  -2.991  -1.771
H  -1.636  -4.488  -0.987
H  1.841  -3.791  -2.818
H  2.249  -2.111  -2.610
H  2.918  -3.321  -1.545
H  -0.234  -0.603  0.362
H  -0.957  -0.545  -1.255
H  1.162  0.093  -2.228
H  2.074  -0.343  -0.797
H  1.580  1.647  0.279
H  0.016  1.830  -0.512
H  1.452  2.326  -2.648
H  1.314  3.522  -1.379
H  3.775  4.654  -1.658
H  4.591  3.723  -0.367
H  2.931  4.261  -0.190
H  5.842  2.277  -3.366
H  5.355  3.808  -2.685
H  4.659  3.214  -4.219
H  2.305  -4.910  0.520
H  2.898  -3.259  0.657
H  2.484  -4.113  2.101
H  -0.768  -5.609  2.901
H  0.555  -6.107  1.792
H  0.857  -5.033  3.149
H  -0.483  -8.507  -1.850
H  -1.015  -8.016  -0.244
H  1.644  -7.231  -0.239
H  1.048  -8.762  0.453
H  1.706  -8.723  -1.164
C  -0.489  9.283  0.185
C  -1.566  10.088  -0.169
C  -2.201  9.904  -1.385
C  -1.756  8.919  -2.258
C  -0.663  8.123  -1.909
C  -0.038  8.303  -0.682
C  -0.141  7.087  -2.844
O  0.806  6.393  -2.542
C  -0.813  6.932  -4.164
C  -0.317  6.001  -5.068
C  -0.936  5.833  -6.294
C  -2.058  6.588  -6.620
C  -2.554  7.520  -5.725
C  -1.931  7.700  -4.497
C  -2.463  8.724  -3.555
O  -3.443  9.383  -3.836
H  0.000  9.422  1.140
H  -1.912  10.859  0.507
H  -3.042  10.522  -1.665
H  0.800  7.675  -0.415
H  0.551  5.413  -4.805
H  -0.548  5.108  -6.997
H  -2.544  6.449  -7.576
H  -3.424  8.111  -5.972
C  -1.970  2.104  9.075
C  -1.235  2.603  8.004
C  -1.144  1.880  6.828
C  -1.778  0.650  6.718
C  -2.499  0.141  7.798
C  -2.599  0.877  8.973
C  -3.157  -1.196  7.718
O  -3.789  -1.628  8.663
C  -3.007  -1.974  6.462
C  -3.568  -3.242  6.385
C  -3.449  -3.977  5.218
C  -2.777  -3.454  4.116
C  -2.211  -2.191  4.188
C  -2.317  -1.450  5.360
C  -1.680  -0.107  5.432
O  -1.094  0.371  4.487
H  -2.047  2.675  9.992
H  -0.735  3.559  8.089
H  -0.580  2.262  5.988
H  -3.169  0.479  9.801
H  -4.092  -3.645  7.240
H  -3.883  -4.967  5.162
H  -2.684  -4.021  3.201
H  -1.685  -1.788  3.333

Löwdin atomic charge list, values in e, 6 entries: number 1, C, carries -0.070; number 2, C, carries -0.281; number 3, O, carries -0.202; number 4, P, carries 0.500; number 5, O, carries -0.289; number 6, C, carries -0.281

***

# 4
ORCA calculation (wB97M-V/def2-TZVPD) on a structure of composition C45H53AsF6N7RuS in a non-equilibrium geometry.

As for the multiplicity: 5. The value obtained for the highest occupied orbital energy (spin up / spin down) is -9.8 / -10.8 eV. The energy relative to the best compared isomer or geometry (same formula, charge and spin) is 0.0 kcal/mol. The lowest unoccupied orbital energy (spin up / spin down) comes out at -4.31 / -5.84 eV. Its charge is +1. The gap between HOMO and LUMO (spin up / spin down) is 5.496 / 4.930 eV. As for the expectation value of S²: 6.111.

Geometry (Å):
Ru  0.096  -0.566  0.582
C  4.796  -0.418  5.069
C  4.193  0.746  4.280
C  3.577  0.257  3.020
C  4.181  -0.202  1.869
C  5.658  -0.075  1.476
C  6.463  -1.404  1.400
C  3.132  -0.629  0.977
C  3.381  -1.072  -0.282
C  2.397  -1.395  -1.242
C  2.701  -1.814  -2.587
C  4.034  -2.178  -3.163
C  4.712  -3.296  -2.412
C  1.515  -1.834  -3.239
C  0.419  -1.573  -2.262
C  -0.872  -1.710  -2.509
C  -1.913  -1.549  -1.516
N  -1.668  -0.952  -0.314
C  -2.922  -0.874  0.286
C  -3.142  -0.526  1.631
C  -2.174  -0.215  2.606
N  -0.860  -0.287  2.391
C  -0.235  0.230  3.575
C  1.163  0.385  3.718
C  2.168  0.001  2.824
N  1.892  -0.539  1.532
C  -1.259  0.565  4.453
C  -2.464  0.342  3.882
C  -3.878  0.608  4.313
C  -4.318  1.976  3.864
C  -1.047  1.158  5.830
C  -1.055  0.139  6.952
C  -3.963  -1.388  -0.591
C  -3.321  -1.871  -1.686
C  -3.947  -2.631  -2.863
C  -4.120  -4.135  -2.600
C  -5.417  -1.471  -0.352
C  -6.281  -0.357  -0.944
N  1.023  -1.298  -1.027
C  1.193  -2.029  -4.668
C  0.860  -0.656  -5.361
H  5.473  -0.028  5.864
H  5.505  -1.023  4.509
H  4.004  -1.070  5.524
H  4.958  1.444  4.024
H  3.496  1.232  4.936
H  6.208  0.577  2.143
H  5.711  0.387  0.469
H  6.598  -1.864  2.411
H  7.431  -1.199  0.909
H  5.895  -2.133  0.840
H  4.435  -1.177  -0.612
H  4.630  -1.295  -3.302
H  3.841  -2.438  -4.177
H  5.426  -2.859  -1.696
H  5.300  -3.885  -3.147
H  4.006  -3.935  -1.954
H  -1.184  -1.945  -3.515
H  -4.196  -0.555  1.935
H  1.530  0.821  4.617
H  -3.847  0.539  5.447
H  -4.530  -0.168  3.900
H  -3.971  2.078  2.828
H  -3.807  2.779  4.465
H  -5.361  2.151  3.890
H  -1.843  1.906  6.010
H  -0.124  1.704  5.898
H  -2.065  -0.244  7.112
H  -0.805  0.698  7.878
H  -0.276  -0.624  6.857
H  -3.211  -2.442  -3.663
H  -4.819  -2.146  -3.219
H  -3.180  -4.628  -2.766
H  -4.796  -4.632  -3.307
H  -4.551  -4.323  -1.593
H  -5.688  -1.634  0.748
H  -5.777  -2.392  -0.823
H  -6.189  0.507  -0.412
H  -7.299  -0.693  -0.849
H  -6.167  -0.172  -2.032
H  0.432  -2.765  -4.887
H  2.066  -2.418  -5.222
H  0.001  -0.220  -4.897
H  0.718  -0.801  -6.430
H  1.738  -0.018  -5.216
C  -1.626  3.209  2.126
N  -1.944  2.694  0.771
C  -3.217  2.682  0.325
C  -3.196  2.346  -1.020
N  -1.848  2.112  -1.288
C  -1.127  2.246  -0.187
S  0.532  1.843  0.103
C  -1.377  2.055  -2.685
C  -0.334  2.782  -3.197
C  -0.299  2.887  -4.604
C  -1.234  2.222  -5.337
C  -2.157  1.412  -4.725
N  -2.163  1.284  -3.405
H  -1.685  4.297  2.108
H  -0.571  2.928  2.331
H  -2.264  2.809  2.882
H  -4.039  3.052  0.927
H  -3.898  2.324  -1.841
H  0.432  3.274  -2.599
H  0.502  3.487  -4.995
H  -1.246  2.374  -6.432
H  -2.900  0.801  -5.318
F  2.194  1.293  -3.269
As  3.647  2.343  -2.899
F  4.612  0.994  -3.248
F  3.747  2.910  -4.534
F  5.030  3.328  -2.423
F  2.505  3.599  -2.693
F  3.509  1.859  -1.280

Löwdin atomic charge list, values in e, 6 entries: number 1, Ru, carries 1.302; number 2, C, carries -0.073; number 3, C, carries -0.179; number 4, C, carries -0.103; number 5, C, carries -0.060; number 6, C, carries -0.151